Record 1
26
Properties=species:S:1:pos:R:3:forces:R:3 method="wB97M-V/def2-TZVPD" charge=+1 homo_lumo_gap_ev=8.29 lumo_energy_ha=-0.1413
Cl 0.241 0.760 -2.979 0.2 -0.3 0.0
S -1.419 1.072 -0.336 0.0 -0.3 -1.4
N -0.573 -1.911 -1.947 -1.7 2.2 -2.5
N 0.128 -1.122 -1.023 -0.5 -0.9 -3.2
N 1.403 0.783 -0.663 -0.6 0.7 1.0
N -1.551 0.281 0.987 -0.3 0.3 -0.3
N 1.069 -0.750 1.042 0.3 -1.9 -1.1
C 2.659 1.068 1.432 3.0 0.9 -1.0
C -2.517 0.210 -1.502 0.1 0.1 -1.6
C 1.720 0.388 0.517 -1.5 0.2 -0.5
C -1.005 1.041 2.134 2.0 -1.1 -1.9
C 0.190 0.266 -1.291 1.7 1.9 0.9
C 0.440 -1.560 0.119 -0.5 -1.7 3.1
H -0.713 -1.269 -2.841 0.4 -1.8 2.5
H 0.100 -2.633 0.364 0.9 1.9 -0.2
H -3.537 0.618 -1.668 0.7 -0.1 0.9
H 2.405 1.898 2.130 -0.8 -1.0 -0.6
H -0.040 0.489 2.396 -1.6 0.9 0.6
H -0.711 2.049 1.841 0.0 0.3 0.2
H -2.053 0.225 -2.543 -0.6 0.3 1.5
H -0.170 -2.753 -2.304 1.2 -0.5 0.5
H 1.505 -1.299 1.770 0.1 0.4 0.3
H -1.784 1.063 2.828 -0.6 0.0 1.7
H -2.498 -0.822 -1.172 -0.5 -0.1 0.2
H 3.419 1.573 0.763 -0.8 -0.4 0.5
H 3.291 0.335 1.945 -0.4 0.0 0.3

Record 2
22
Properties=species:S:1:pos:R:3:forces:R:3 method="wB97M-V/def2-TZVPD" relative_energy_ev=0.000 homo_lumo_gap_ev=9.32 lumo_energy_ha=0.0168
Cl 4.374 -0.678 -0.335 0.0 -0.1 0.0
S 2.959 0.552 0.583 -1.9 -1.7 -0.9
O 3.049 1.845 -0.059 0.1 0.8 -0.2
C -1.284 -0.463 -0.354 0.3 0.0 0.1
C 1.207 -0.524 -0.310 1.8 0.9 1.1
C -0.045 0.967 1.287 0.0 -0.1 -0.1
C -0.009 0.366 -0.120 -0.2 0.2 0.0
C 1.280 -1.828 0.426 0.0 0.0 0.0
C 0.035 1.496 -1.153 0.1 -0.1 0.1
H -1.434 -1.189 0.440 -0.1 -0.1 0.1
H 0.975 2.036 -1.089 0.1 0.1 0.0
H -2.148 0.197 -0.381 -0.1 0.1 0.0
H 0.022 0.199 2.055 0.0 -0.1 0.1
H 1.514 -0.600 -1.349 0.1 0.0 -0.1
H 0.524 -2.521 0.055 -0.1 -0.1 0.0
H -0.781 2.197 -0.986 -0.1 0.1 0.0
H 2.255 -2.289 0.275 0.0 -0.1 0.0
H 0.780 1.664 1.419 0.0 0.2 0.1
H -1.228 -0.987 -1.305 -0.1 -0.1 -0.1
H -0.065 1.092 -2.158 0.0 0.0 -0.1
H 1.126 -1.692 1.495 -0.1 0.0 0.1
H -0.976 1.509 1.436 -0.1 0.1 0.0

Record 3
23
Properties=species:S:1:pos:R:3:forces:R:3 method="wB97M-V/def2-TZVPD" relative_energy_ev=0.254 homo_lumo_gap_ev="9.04 / 7.43" spin_multiplicity=3 lumo_energy_ha="0.0204 / -0.0584"
Cu -2.899 1.190 0.040 0.2 -0.3 -0.3
O -3.721 -0.334 0.808 0.2 1.0 -0.6
O -1.174 0.230 0.217 0.1 0.2 0.5
O -1.988 2.437 -1.057 -0.8 -0.7 0.6
C -1.503 -1.157 0.311 -0.1 -0.7 -0.1
C 2.984 -0.097 -0.525 0.9 0.0 -0.4
C 3.344 -0.662 0.806 -0.2 -0.1 0.2
C -0.353 0.669 -0.856 2.5 -0.6 -0.8
C -2.745 -1.242 1.201 0.4 -0.2 0.3
C -0.625 2.159 -1.045 0.6 0.0 0.3
H -0.601 0.099 -1.767 -0.3 0.2 0.2
H 3.289 0.927 -0.756 -0.3 -0.2 0.2
H -0.656 -1.725 0.725 -0.1 0.2 -0.1
H 4.438 -0.660 0.971 -0.3 0.0 -0.1
H -3.106 -2.288 1.153 0.0 0.3 0.0
H 2.910 -0.070 1.631 0.1 -0.2 -0.3
H 0.807 0.414 -0.691 -2.4 0.7 0.1
H 3.013 -1.706 0.909 0.1 0.3 0.0
H -2.427 -1.069 2.250 -0.1 0.0 -0.2
H -0.104 2.712 -0.234 -0.2 -0.1 -0.2
H 2.972 -0.754 -1.398 -0.2 0.1 0.3
H -1.725 -1.531 -0.703 0.0 0.1 0.2
H -0.132 2.462 -1.989 -0.3 0.0 0.2

Record 4
23
Properties=species:S:1:pos:R:3:forces:R:3 method="wB97M-V/def2-TZVPD" relative_energy_ev=0.000 charge=+2 homo_lumo_gap_ev="7.24 / 8.51" spin_multiplicity=8 lumo_energy_ha="-0.3601 / -0.3169"
Gd 1.301 0.728 1.086 -1.5 0.8 2.4
O 1.996 -0.563 -0.420 0.0 -0.2 -0.3
O -1.330 0.498 1.628 2.0 0.6 -0.3
O -0.894 0.561 -1.264 2.4 -0.1 0.6
C 3.018 -1.496 -0.720 1.2 -1.2 -0.5
C -1.281 -0.644 2.451 -0.1 -0.8 0.6
C 0.402 1.106 -1.000 -1.8 -0.1 -2.8
C -2.339 0.431 0.641 -1.4 0.0 -0.7
C 1.447 0.174 -1.558 0.2 -0.1 -1.0
C -1.930 1.209 -0.587 -1.3 1.0 0.5
H 0.474 2.097 -1.476 0.1 0.0 0.6
H 3.363 -1.928 0.224 -0.1 0.1 -0.2
H -2.813 1.295 -1.246 0.5 -0.1 0.1
H -1.635 2.238 -0.304 -0.2 -0.3 -0.1
H -3.273 0.861 1.044 0.3 -0.2 -0.1
H 3.855 -0.993 -1.227 -0.3 -0.1 0.2
H -2.250 -0.801 2.952 0.5 -0.1 -0.1
H 1.036 -0.565 -2.264 -0.1 0.3 0.3
H 2.621 -2.290 -1.369 0.1 0.3 0.2
H -2.533 -0.622 0.368 0.1 0.4 0.1
H -1.006 -1.535 1.864 -0.3 0.1 0.1
H 2.280 0.712 -2.035 -0.2 -0.1 0.2
H -0.510 -0.473 3.212 -0.2 0.0 0.2

Record 5
26
Properties=species:S:1:pos:R:3:forces:R:3 method="wB97M-V/def2-TZVPD" homo_lumo_gap_ev=3.53 lumo_energy_ha=-0.0351
I -3.640 -1.242 -1.941 0.2 -0.2 0.8
O -0.417 1.383 1.473 0.5 0.1 0.9
O -2.371 3.491 1.092 -0.4 -0.2 0.0
N 3.276 0.477 -1.001 0.3 3.9 2.4
N 0.101 0.459 0.601 0.5 -0.3 0.1
N 2.119 1.886 0.487 2.3 -3.1 -3.2
N 2.070 -0.120 -0.722 -1.3 0.1 0.3
C -3.312 -1.499 0.193 0.9 0.4 1.7
C -0.789 -0.682 0.283 -1.4 -0.2 -0.6
C 1.864 -1.429 -1.378 0.7 -1.1 -0.8
C 1.322 0.709 0.154 2.9 0.9 -1.1
C 3.310 1.700 -0.266 -3.2 -1.7 0.8
C -2.288 -0.429 0.831 -0.5 0.1 -0.7
H 2.359 -2.258 -0.754 -1.0 1.2 -0.8
H -2.881 -2.526 0.415 -0.9 1.0 -0.6
H -4.317 -1.345 0.705 1.4 -0.4 -0.8
H -0.342 -1.633 0.719 -0.6 1.0 -0.7
H 2.435 -1.394 -2.375 -0.9 0.0 1.4
H 0.794 -1.679 -1.643 1.3 0.5 0.7
H 4.184 2.424 -0.281 -1.4 -1.2 0.0
H 0.005 1.240 2.357 -0.4 0.2 -0.8
H -0.904 -0.727 -0.860 0.3 -0.1 1.7
H -1.551 3.015 0.998 0.3 0.0 -0.1
H 3.998 0.101 -1.623 -0.8 0.0 0.4
H -2.364 -0.555 1.957 0.3 0.2 -1.3
H -2.661 0.631 0.577 0.9 -1.3 0.5

Record 6
22
Properties=species:S:1:pos:R:3:forces:R:3 method="wB97M-V/def2-TZVPD" relative_energy_ev=0.513 homo_lumo_gap_ev=9.67 lumo_energy_ha=0.0184 smiles="C=C(C)I.C=C(C)O.O"
I -3.274 1.746 -0.401 0.3 -0.4 0.1
O 2.548 -1.048 -1.464 2.1 -1.5 0.7
O 1.620 3.631 0.959 0.1 -0.4 -0.9
C -2.345 -0.495 1.357 0.2 -1.8 2.8
C -2.467 -0.173 0.117 -0.2 1.2 -2.3
C 0.983 0.561 -0.448 0.7 -1.7 -2.0
C 1.753 -0.759 -0.395 -0.1 0.6 -0.7
C -2.056 -1.002 -1.059 2.4 -1.1 3.4
C 1.681 -1.480 0.702 -0.4 0.3 -0.1
H -1.480 -0.431 -1.751 0.8 0.1 -0.3
H -1.518 -1.939 -0.581 -0.7 1.9 -1.4
H 0.802 0.733 0.536 -0.7 1.0 2.9
H 1.034 -1.062 1.409 -0.8 0.2 1.3
H -2.868 -1.325 -1.560 -2.9 -1.2 -1.8
H 1.101 2.839 0.746 0.1 0.3 0.3
H 1.575 1.327 -0.865 0.9 0.9 -0.5
H 2.105 -2.412 0.935 0.8 -1.0 -0.1
H 2.113 3.757 0.125 -0.2 0.1 0.7
H 0.030 0.611 -0.950 -0.1 -0.5 -0.4
H 3.293 -1.691 -1.132 -2.2 1.7 -1.0
H -2.041 -1.608 1.540 -0.3 2.3 0.1
H -2.590 0.221 2.181 0.2 -1.1 -0.7

Number 1: F_max 3.73 eV/Å. Number 2: F_max 2.67 eV/Å. Number 3: F_max 2.74 eV/Å. Number 4: F_max 3.34 eV/Å. Number 5: F_max 5.00 eV/Å. Number 6: F_max 4.32 eV/Å.